34
Properties=species:S:1:pos:R:3:mulliken_charge:R:1 method="wB97M-V/def2-TZVPD" largest_force_ev_per_a=6.62 mol_weight_g_mol=181.3 e_above_lowest_ev=1.464 charge=+1 homo_lumo_gap_ev=9.14 total_energy_ha=-544.69470 homo_energy_ev=-14.30
C 0.71 1.89 -0.13 -0.59
C -0.60 2.19 -0.32 -0.75
C 1.06 0.56 -0.50 0.37
C -1.16 0.54 -1.00 -0.72
C 2.57 -1.42 -1.06 -1.67
C 1.87 -0.54 1.33 -0.93
C 3.56 0.76 -0.15 -1.53
C -2.46 -1.46 -0.46 -1.59
C -3.52 0.75 -0.16 -1.80
C -1.68 0.06 1.43 -2.10
C 2.31 -0.17 -0.18 1.96
C -2.22 0.00 0.01 1.77
O 0.04 -0.15 -1.01 -0.23
H 1.40 2.70 0.23 0.28
H -1.36 2.96 -0.29 0.50
H -1.55 0.50 -1.94 0.93
H 1.87 -2.30 -0.79 0.33
H 2.64 -1.13 -2.12 0.38
H 3.46 -1.94 -0.89 0.53
H 2.28 -1.54 1.41 0.48
H 0.81 -0.57 1.46 -0.13
H 2.54 0.12 2.07 0.34
H 4.28 0.25 0.40 0.50
H 3.36 1.79 0.09 0.32
H 4.01 0.80 -1.26 0.34
H -1.81 -2.33 -0.39 0.28
H -2.70 -1.34 -1.58 0.38
H -3.41 -1.62 -0.02 0.51
H -4.30 0.25 0.38 0.52
H -3.52 1.72 0.24 0.40
H -3.64 0.80 -1.22 0.44
H -0.96 -0.66 1.68 0.38
H -2.49 -0.03 2.11 0.54
H -1.20 0.97 1.55 0.57